1.
The following is a DFT calculation (ωB97M-V/def2-TZVPD) of C4H6O2 in the gas phase.

The geometry in XYZ format:
```
12
Properties=species:S:1:pos:R:3:forces:R:3
C -1.258200 0.658947 0.403614 -0.019 0.039 -0.030
C -0.640848 -0.601095 -0.158205 -0.186 0.015 0.217
O -0.063429 -0.521627 -1.450570 -0.037 0.016 -0.186
C 0.810803 -0.762625 -0.360495 0.190 -0.086 0.163
C 1.718860 0.348493 0.055065 0.222 -0.079 0.260
O 2.590231 0.188827 0.875846 -0.322 0.118 -0.400
H -0.983675 0.805363 1.454221 -0.054 -0.066 -0.150
H -0.923852 1.528582 -0.170932 -0.025 -0.138 0.128
H -2.349510 0.610717 0.340463 0.171 0.007 -0.009
H -1.191218 -1.524770 0.027789 0.072 0.136 -0.079
H 1.249362 -1.758668 -0.306163 -0.061 0.138 0.028
H 1.522220 1.333182 -0.417340 0.050 -0.099 0.057
```
Positions in Å, forces in eV/Å.

Properties
structure (SMILES): C[C@H]1O[C@H]1C=O
highest occupied orbital energy: -10.2 eV
energy relative to the best compared isomer or geometry (same formula, charge and spin): 179.37 kJ/mol
DFT total energy: -306.4380 Ha
LUMO energy: 0.83 eV



2.
The following is a DFT calculation (ωB97M-V/def2-TZVPD) of a molecular structure, C19H21Br2N6NdS2Sb in a non-equilibrium geometry.

The geometry in XYZ format:
```
52
Properties=species:S:1:pos:R:3:forces:R:3
Nd 10.118070 8.497523 10.958541 -0.441 0.362 -0.404
Br 11.521182 8.371679 17.884756 0.171 -0.123 -0.551
C 11.175083 8.415826 16.038498 -0.982 -0.085 0.911
C 9.825334 8.528954 15.652959 -0.232 0.428 0.394
C 9.528844 8.744879 14.331089 1.067 -0.525 0.182
N 10.490932 8.680313 13.383174 1.169 0.217 -0.484
C 11.816147 8.513009 13.719429 -1.493 -0.255 1.642
C 12.168975 8.367434 15.089281 0.944 0.002 -1.519
C 12.832264 8.469523 12.647080 2.330 -0.084 -0.440
C 14.223365 8.526093 12.988208 -2.114 0.149 1.043
C 15.138171 8.429883 11.982951 1.635 -0.294 -1.372
Br 17.011487 8.410913 12.325202 -0.975 0.070 0.014
C 14.734316 8.329377 10.632233 0.121 0.308 -0.114
C 13.383127 8.355663 10.350645 0.698 -0.055 0.488
N 12.468498 8.375133 11.337637 -0.537 0.370 1.127
H 9.013759 8.527717 16.389117 0.496 0.061 -0.199
H 8.516619 8.963844 14.025114 -0.152 -0.072 -0.214
H 13.225571 8.194613 15.366411 -0.960 0.211 0.008
H 14.529252 8.666390 14.042882 -0.077 -0.148 -1.009
H 15.477494 8.301289 9.821697 -0.426 -0.038 0.517
H 13.009762 8.380129 9.329062 0.068 -0.184 0.097
N 11.061068 10.026145 7.319434 -0.566 -1.238 0.580
C 10.351784 8.866340 7.385738 -0.503 -0.671 -0.142
N 9.926022 8.261831 8.523862 0.532 0.333 -1.312
C 9.200366 7.070871 8.214661 0.539 1.612 -2.639
C 9.068069 6.884441 6.855215 -0.465 -1.056 1.110
S 9.893460 8.032163 5.878317 0.077 0.509 1.910
C 8.610025 6.283010 9.251404 -1.579 -2.311 0.948
C 7.780584 5.193972 9.057334 0.997 1.335 -1.777
S 7.188584 4.469745 10.456920 1.031 1.333 1.538
C 8.104562 5.699612 11.401229 -0.371 -0.205 -0.819
N 8.833698 6.562072 10.622772 -1.444 -1.371 1.068
N 7.957741 5.763822 12.753517 0.430 0.046 -1.460
H 10.979147 10.684129 8.082999 0.197 0.119 -0.458
H 11.329607 10.314536 6.394152 0.107 0.562 0.112
H 8.474158 6.080614 6.400553 0.556 0.453 0.085
H 7.493817 4.815442 8.064575 0.126 0.126 0.740
H 7.504454 4.984474 13.216188 0.184 0.316 0.167
H 8.527980 6.414583 13.272967 -0.137 -0.349 0.235
C 8.553032 12.615413 12.475853 0.612 -0.294 0.010
Sb 8.176907 11.157773 10.930033 -0.465 1.056 0.154
C 6.042529 10.910852 11.122225 0.343 -0.317 -0.210
C 8.420677 12.407975 9.182821 -0.031 -0.748 0.268
H 7.812480 13.405016 12.501031 -0.271 0.009 -0.247
H 9.535275 13.076416 12.272813 -0.378 -0.262 0.193
H 8.559211 12.130018 13.459497 0.111 0.106 -0.262
H 5.554341 11.867902 11.308866 0.188 -0.009 -0.140
H 5.898593 10.269901 11.995294 -0.172 -0.007 -0.205
H 5.645973 10.437054 10.209863 0.096 0.180 0.474
H 7.598479 13.118259 9.145378 -0.004 -0.042 -0.097
H 8.424555 11.741617 8.307766 -0.043 0.465 0.161
H 9.364776 12.939645 9.288790 -0.004 0.004 -0.108
```
Positions in Å, forces in eV/Å.

Properties
multiplicity: 4
highest occupied orbital energy (spin up / spin down): -16.0 / -16.0 eV
energy relative to the best compared isomer or geometry (same formula, charge and spin): 0.00 kJ/mol
DFT total energy: -7810.3834 Ha
charge: +3
LUMO energy (spin up / spin down): -9.53 / -9.48 eV



3.
The following is a DFT calculation (ωB97M-V/def2-TZVPD) of 18 unconnected molecules or ions with the total composition C18H39Cl34IOP2.

The geometry in XYZ format:
```
95
Properties=species:S:1:pos:R:3:forces:R:3
C 5.415766 -2.142759 1.206996 -0.428 -0.212 -0.283
P 4.389882 -0.663814 1.592404 0.095 0.470 0.513
O 4.621226 0.398093 0.324953 0.111 -0.355 -0.356
P 2.406896 -1.499700 1.389091 -0.077 -0.806 0.331
I 2.205158 -2.711895 -0.745266 0.038 0.067 -0.010
H 4.789420 -3.034370 1.174845 0.043 -0.105 0.003
H 5.882773 -2.048813 0.227705 0.064 0.059 -0.041
H 6.159148 -2.279971 1.986017 0.131 0.094 -0.003
H 5.541952 0.685935 0.295051 -0.043 0.131 0.082
H 1.554801 -0.407719 1.163000 0.318 0.225 -0.311
C 3.849832 -0.053166 -2.821630 -0.138 -0.064 0.068
Cl 3.807847 1.428312 -3.798413 0.036 0.028 -0.042
Cl 4.933830 -1.283581 -3.482334 0.023 0.063 -0.036
H 4.181779 0.198894 -1.822597 0.014 0.043 -0.002
H 2.849465 -0.466833 -2.791983 0.004 -0.019 -0.077
C 0.276358 2.781722 -4.758863 0.058 -0.067 0.224
Cl 0.020417 4.137156 -3.659331 0.014 -0.153 0.044
Cl -1.249664 1.982803 -5.186810 0.014 -0.071 -0.027
H 0.740037 3.149549 -5.660171 -0.027 0.092 -0.170
H 0.918937 2.053641 -4.276540 -0.086 -0.014 0.073
C -0.293987 -5.639093 1.136500 0.010 0.055 -0.090
Cl 0.453235 -6.840499 2.194953 -0.013 -0.001 0.022
Cl -0.582148 -4.106120 1.959049 0.034 0.172 0.214
H 0.366218 -5.453461 0.296486 0.050 0.015 0.037
H -1.248287 -6.028514 0.809674 0.044 0.067 0.048
C 1.140607 1.686338 3.907474 0.024 -0.051 -0.087
Cl 0.652874 0.010051 4.193914 -0.154 -0.069 0.095
Cl 2.682072 1.725597 3.044344 -0.097 0.330 0.086
H 0.386845 2.171255 3.298089 0.001 -0.040 -0.034
H 1.251572 2.187160 4.860376 0.061 -0.060 0.046
C -1.638629 0.335024 7.243872 0.106 -0.029 0.072
Cl -0.631332 -0.964436 7.895054 -0.061 0.187 -0.038
Cl -0.683349 1.787472 6.932486 -0.097 0.197 0.128
H -2.059750 0.003819 6.308251 -0.010 -0.118 -0.178
H -2.416081 0.566174 7.961906 0.064 0.055 0.039
C -1.098216 0.657405 -0.676592 -0.055 -0.018 -0.075
Cl -0.952785 0.647471 1.090267 -0.027 -0.029 -0.004
Cl 0.470507 0.538098 -1.487708 -0.041 0.168 0.009
H -1.699943 -0.200223 -0.959027 0.279 0.201 0.045
H -1.571720 1.585567 -0.974648 0.056 0.031 -0.004
C -4.304158 3.561419 -6.917365 0.024 -0.057 0.000
Cl -5.873297 2.766528 -7.090945 0.015 -0.016 -0.006
Cl -4.468399 5.293241 -6.595693 0.046 0.036 0.009
H -3.774951 3.108830 -6.088963 -0.025 0.034 0.058
H -3.748498 3.435206 -7.838280 -0.041 0.037 -0.036
C -2.239499 -4.100926 5.688037 0.095 -0.261 -0.098
Cl -3.125081 -2.584510 5.488257 0.017 0.112 -0.010
Cl -0.525582 -3.881391 6.070056 -0.074 -0.027 -0.050
H -2.704649 -4.658675 6.491582 0.020 0.042 0.059
H -2.307546 -4.647935 4.754795 0.052 0.107 0.032
C 0.414893 -3.612141 9.777707 -0.074 -0.079 -0.011
Cl 0.421600 -3.939481 11.513809 -0.013 -0.007 0.010
Cl 2.033083 -3.235490 9.167268 -0.058 0.027 0.052
H 0.049719 -4.491092 9.260913 0.056 -0.033 -0.005
H -0.230569 -2.763757 9.589017 0.056 -0.012 0.089
C 1.099795 8.088409 -3.409657 0.090 0.024 -0.026
Cl 0.419201 7.321200 -4.844247 -0.205 0.131 -0.075
Cl 0.325874 7.521623 -1.923166 0.011 0.003 0.016
H 2.155078 7.847562 -3.361734 -0.011 -0.053 0.009
H 0.955026 9.158796 -3.487881 -0.059 -0.002 0.012
C -6.500718 8.325066 -5.150499 0.030 -0.059 -0.015
Cl -8.210857 8.706780 -5.384197 -0.007 -0.025 -0.009
Cl -5.594579 9.699897 -4.507101 0.025 -0.015 0.000
H -6.423373 7.502798 -4.449939 -0.023 0.026 0.040
H -6.076163 8.050299 -6.108266 -0.017 0.051 -0.028
C 3.312989 7.915954 -7.669883 -0.118 0.038 -0.034
Cl 3.623825 7.687844 -5.947227 0.197 0.100 0.027
Cl 4.795372 8.214419 -8.586382 -0.010 0.001 -0.013
H 2.846148 7.016337 -8.051372 0.063 -0.025 0.018
H 2.657108 8.769811 -7.788384 0.040 0.040 0.021
C -3.795259 -2.695366 -0.314877 -0.054 -0.018 0.128
Cl -3.685333 -1.332851 -1.444465 -0.305 -0.188 -0.058
Cl -2.783065 -4.049200 -0.813827 -0.029 -0.078 -0.113
H -3.472132 -2.362438 0.665157 0.074 0.017 -0.023
H -4.825520 -3.028280 -0.289534 -0.001 -0.003 -0.033
C -2.294474 -9.822087 0.553833 -0.002 -0.075 0.033
Cl -2.475576 -8.083372 0.272459 -0.189 -0.189 -0.182
Cl -0.613786 -10.344821 0.443030 -0.012 -0.005 0.003
H -2.661823 -10.043279 1.548800 0.043 0.041 0.029
H -2.871201 -10.349377 -0.196036 0.021 0.029 -0.043
C 4.135478 3.698912 -7.580774 0.107 -0.085 -0.050
Cl 5.380534 4.739527 -6.900144 0.078 -0.052 0.001
Cl 2.518682 4.404405 -7.398478 -0.100 -0.079 0.003
H 4.328299 3.573765 -8.639080 -0.018 0.038 -0.017
H 4.157582 2.742848 -7.070406 -0.059 0.039 0.062
C 3.885896 -2.752561 6.218581 0.020 -0.038 0.001
Cl 3.686864 -2.946416 4.473311 -0.031 -0.025 -0.012
Cl 4.189898 -1.073091 6.677070 -0.002 0.000 0.009
H 2.971935 -3.075964 6.698314 -0.047 0.031 -0.035
H 4.725068 -3.356628 6.542092 0.039 0.034 -0.027
C -5.160994 -6.275342 2.923054 -0.112 -0.004 -0.022
Cl -5.602301 -4.615431 2.493053 0.008 -0.013 -0.004
Cl -3.430685 -6.450568 3.213827 0.060 -0.056 0.025
H -5.692323 -6.542298 3.828348 0.016 0.037 0.025
H -5.441119 -6.929276 2.105586 0.053 0.036 -0.050
```
Positions in Å, forces in eV/Å.

Properties
highest occupied orbital energy: -8.3 eV
DFT total energy: -17411.3900 Ha
LUMO energy: -0.03 eV